Entry i
# C39H44F2N7O3S2SbSe4Ti

A molecular structure, C39H44F2N7O3S2SbSe4Ti (ωB97M-V/def2-TZVPD, the Open Molecules 2025 dataset).

The geometry in ORCA input format:
```
! wB97M-V def2-TZVPD RIJCOSX def2/J DEFGRID3
* xyz -2 1
Ti -0.741 -0.028 0.125
N -0.159 8.236 -0.683
C -0.166 6.841 -0.614
C -0.201 6.191 0.617
C -0.131 4.808 0.684
C -0.059 4.068 -0.479
C 0.009 4.702 -1.713
C -0.058 6.072 -1.781
S 0.292 2.335 -0.398
O 1.659 2.323 -0.796
O -0.069 1.864 0.971
N -0.690 1.446 -1.365
C -2.013 1.743 -0.929
N -2.471 2.993 -1.088
C -3.658 3.235 -0.587
C -4.394 2.270 0.091
C -3.839 1.021 0.204
N -2.637 0.735 -0.293
H -0.558 8.705 0.110
H -0.458 8.624 -1.560
H -0.256 6.770 1.529
H -0.127 4.307 1.642
H 0.097 4.105 -2.608
H -0.005 6.566 -2.743
H -4.020 4.244 -0.720
H -5.357 2.482 0.515
H -4.345 0.200 0.685
C -3.106 1.031 4.679
C -2.291 1.293 3.398
C -2.415 2.780 3.023
C -0.848 0.824 3.573
C -0.018 1.541 4.423
C 1.290 1.138 4.636
C 1.726 -0.053 4.091
C 0.886 -0.859 3.317
C 1.428 -2.264 3.027
C 0.673 -3.213 2.093
C 1.632 -3.000 4.370
C -0.358 -0.339 2.948
N -1.144 -0.952 1.901
C -2.185 -1.755 2.366
C -2.292 -2.154 3.720
C -3.346 -2.908 4.211
C -4.372 -3.329 3.377
C -4.279 -3.010 2.028
C -3.216 -2.272 1.554
F -3.219 -2.008 0.228
H -4.125 1.405 4.566
H -2.649 1.539 5.527
H -3.156 -0.031 4.902
H -2.750 0.713 2.597
H -2.084 3.425 3.835
H -3.452 3.028 2.805
H -1.828 3.018 2.143
H -0.393 2.429 4.917
H 1.960 1.740 5.235
H 2.747 -0.373 4.248
H 2.437 -2.121 2.623
H -0.248 -3.573 2.557
H 1.319 -4.063 1.885
H 0.407 -2.772 1.142
H 0.670 -3.207 4.849
H 2.245 -2.421 5.056
H 2.138 -3.946 4.176
H -1.506 -1.853 4.391
H -3.360 -3.165 5.261
H -5.212 -3.891 3.756
H -5.029 -3.332 1.319
C 1.841 0.162 -6.293
C 2.654 0.492 -5.042
C 1.881 0.295 -3.743
N 1.514 -1.098 -3.511
C 0.288 -1.589 -3.606
S -1.029 -0.745 -4.228
N 0.069 -2.907 -3.205
C 0.914 -3.997 -3.037
O 0.550 -4.937 -2.365
C 2.176 -4.034 -3.843
C 2.133 -3.731 -5.204
C 3.273 -3.881 -5.976
C 4.458 -4.307 -5.383
C 4.498 -4.591 -4.027
C 3.352 -4.472 -3.255
H 2.418 0.363 -7.199
H 0.922 0.745 -6.333
H 1.559 -0.892 -6.300
H 2.981 1.534 -5.072
H 3.546 -0.132 -4.991
H 0.971 0.888 -3.725
H 2.505 0.605 -2.910
H 2.270 -1.676 -3.140
H -0.856 -3.048 -2.834
H 1.206 -3.396 -5.653
H 3.239 -3.658 -7.034
H 5.352 -4.414 -5.986
H 5.423 -4.883 -3.549
H 3.381 -4.699 -2.192
F -0.981 -1.443 -0.894
Se 5.018 -0.098 1.980
Sb 3.784 -1.261 0.185
Se 4.160 -3.663 0.737
Se 4.807 -0.972 -2.039
Se 1.397 -0.455 0.094
*
```

Output
LUMO energy in eV: 3.1229
Frontier orbital gap in eV: 4.46
HOMO energy in eV: -1.3

Löwdin population analysis, charges in e, atoms 1 to 99: atom 1 (Ti): 0.629, atom 2 (N): 0.084, atom 3 (C): -0.322, atom 4 (C): -0.030, atom 5 (C): -0.050, atom 6 (C): -0.297, atom 7 (C): -0.056, atom 8 (C): -0.030, atom 9 (S): 0.585, atom 10 (O): -0.298, atom 11 (O): -0.418, atom 12 (N): -0.144, atom 13 (C): -0.446, atom 14 (N): 0.161, atom 15 (C): -0.097, atom 16 (C): -0.036, atom 17 (C): -0.079, atom 18 (N): 0.065, atom 19 (H): 0.078, atom 20 (H): 0.078, atom 21 (H): 0.107, atom 22 (H): 0.109, atom 23 (H): 0.125, atom 24 (H): 0.107, atom 25 (H): 0.114, atom 26 (H): 0.102, atom 27 (H): 0.122, atom 28 (C): -0.051, atom 29 (C): -0.344, atom 30 (C): -0.065, atom 31 (C): -0.161, atom 32 (C): -0.056, atom 33 (C): -0.068, atom 34 (C): -0.052, atom 35 (C): -0.157, atom 36 (C): -0.382, atom 37 (C): -0.106, atom 38 (C): -0.060, atom 39 (C): -0.244, atom 40 (N): -0.066, atom 41 (C): -0.213, atom 42 (C): -0.042, atom 43 (C): -0.110, atom 44 (C): -0.122, atom 45 (C): -0.038, atom 46 (C): -0.223, atom 47 (F): 0.036, atom 48 (H): 0.071, atom 49 (H): 0.074, atom 50 (H): 0.058, atom 51 (H): 0.098, atom 52 (H): 0.073, atom 53 (H): 0.065, atom 54 (H): 0.042, atom 55 (H): 0.099, atom 56 (H): 0.096, atom 57 (H): 0.081, atom 58 (H): 0.037, atom 59 (H): 0.069, atom 60 (H): 0.041, atom 61 (H): 0.024, atom 62 (H): 0.070, atom 63 (H): 0.065, atom 64 (H): 0.077, atom 65 (H): 0.112, atom 66 (H): 0.095, atom 67 (H): 0.084, atom 68 (H): 0.108, atom 69 (C): -0.124, atom 70 (C): -0.236, atom 71 (C): -0.256, atom 72 (N): 0.040, atom 73 (C): -0.840, atom 74 (S): 0.569, atom 75 (N): 0.092, atom 76 (C): -0.406, atom 77 (O): 0.095, atom 78 (C): -0.162, atom 79 (C): -0.046, atom 80 (C): -0.092, atom 81 (C): -0.095, atom 82 (C): -0.076, atom 83 (C): -0.027, atom 84 (H): 0.058, atom 85 (H): 0.054, atom 86 (H): 0.047, atom 87 (H): 0.105, atom 88 (H): 0.085, atom 89 (H): 0.071, atom 90 (H): 0.050, atom 91 (H): 0.070, atom 92 (H): 0.115, atom 93 (H): 0.112, atom 94 (H): 0.093, atom 95 (H): 0.092, atom 96 (H): 0.107, atom 97 (H): 0.081, atom 98 (F): -0.391, atom 99 (Se): -0.261

Entry ii
# C39H44F2N7O3S2SbSe4Ti

A molecular structure, C39H44F2N7O3S2SbSe4Ti (ωB97M-V/def2-TZVPD, the Open Molecules 2025 dataset).

The geometry in ORCA input format:
```
! wB97M-V def2-TZVPD RIJCOSX def2/J DEFGRID3
* xyz -2 1
Ti -1.069 1.654 1.416
N -8.914 2.689 -1.078
C -7.583 2.872 -0.656
C -6.767 3.805 -1.290
C -5.448 3.966 -0.897
C -4.934 3.193 0.134
C -5.735 2.249 0.771
C -7.053 2.088 0.370
S -3.291 3.491 0.707
O -2.967 4.834 0.343
O -3.323 3.078 2.090
N -2.320 2.386 -0.026
C -1.399 2.754 -0.991
N -1.707 3.418 -2.108
C -0.710 3.579 -2.964
C 0.560 3.061 -2.762
C 0.772 2.405 -1.569
N -0.182 2.295 -0.666
H -9.319 3.482 -1.544
H -9.526 2.306 -0.378
H -7.176 4.419 -2.088
H -4.811 4.707 -1.366
H -5.321 1.672 1.591
H -7.687 1.359 0.869
H -0.944 4.137 -3.866
H 1.354 3.177 -3.487
H 1.737 1.993 -1.304
C -1.086 -1.688 3.765
C -0.530 -2.340 2.502
C -1.606 -2.420 1.412
C 0.794 -1.816 1.916
C 1.579 -2.842 1.386
C 2.802 -2.593 0.788
C 3.251 -1.291 0.753
C 2.528 -0.219 1.297
C 3.331 1.091 1.239
C 2.592 2.403 1.443
C 4.515 1.054 2.222
C 1.250 -0.463 1.847
N 0.419 0.573 2.389
C 0.647 0.876 3.754
C 1.832 0.572 4.421
C 2.099 1.059 5.697
C 1.181 1.851 6.358
C -0.066 2.053 5.779
C -0.317 1.532 4.538
F -1.602 1.601 4.078
H -1.875 -2.336 4.165
H -1.527 -0.717 3.566
H -0.317 -1.575 4.530
H -0.301 -3.370 2.778
H -1.831 -1.438 1.006
H -2.532 -2.834 1.822
H -1.266 -3.070 0.598
H 1.214 -3.865 1.457
H 3.398 -3.407 0.379
H 4.217 -1.068 0.306
H 3.755 1.103 0.226
H 2.227 2.492 2.459
H 1.752 2.508 0.779
H 3.269 3.244 1.284
H 4.183 1.366 3.216
H 5.276 1.775 1.906
H 4.975 0.062 2.288
H 2.580 -0.025 3.911
H 3.066 0.855 6.147
H 1.420 2.320 7.304
H -0.835 2.636 6.266
C 4.171 -3.368 -3.844
C 3.999 -2.252 -2.807
C 2.624 -1.606 -2.845
N 1.588 -2.564 -2.465
C 0.337 -2.202 -2.134
S -0.127 -0.710 -1.606
N -0.626 -3.228 -2.252
C -0.544 -4.476 -2.842
O -1.088 -5.434 -2.369
C 0.178 -4.577 -4.187
C 0.584 -5.825 -4.604
C 1.230 -5.978 -5.830
C 1.449 -4.871 -6.631
C 1.013 -3.620 -6.222
C 0.374 -3.476 -4.993
H 5.194 -3.749 -3.844
H 3.943 -3.008 -4.853
H 3.516 -4.227 -3.644
H 4.739 -1.470 -2.993
H 4.176 -2.637 -1.804
H 2.425 -1.230 -3.856
H 2.560 -0.769 -2.155
H 1.700 -3.491 -2.843
H -1.421 -3.105 -1.642
H 0.396 -6.672 -3.955
H 1.555 -6.958 -6.152
H 1.953 -4.982 -7.583
H 1.162 -2.755 -6.854
H 0.012 -2.502 -4.680
F -2.371 0.505 1.869
Se -0.438 6.015 5.453
Sb 0.989 5.366 3.569
Se 3.155 4.469 4.346
Se 1.275 7.057 1.832
Se -0.383 3.612 2.192
*
```

Output
LUMO energy in eV: 2.6731
Frontier orbital gap in eV: 3.93
HOMO energy in eV: -1.3

Löwdin population analysis, charges in e, atoms 1 to 99: atom 1 (Ti): 0.720, atom 2 (N): 0.074, atom 3 (C): -0.330, atom 4 (C): -0.044, atom 5 (C): -0.052, atom 6 (C): -0.271, atom 7 (C): -0.038, atom 8 (C): -0.037, atom 9 (S): 0.554, atom 10 (O): -0.281, atom 11 (O): -0.364, atom 12 (N): -0.213, atom 13 (C): -0.488, atom 14 (N): 0.161, atom 15 (C): -0.121, atom 16 (C): -0.046, atom 17 (C): -0.159, atom 18 (N): 0.013, atom 19 (H): 0.073, atom 20 (H): 0.074, atom 21 (H): 0.104, atom 22 (H): 0.114, atom 23 (H): 0.119, atom 24 (H): 0.106, atom 25 (H): 0.105, atom 26 (H): 0.097, atom 27 (H): 0.109, atom 28 (C): -0.061, atom 29 (C): -0.352, atom 30 (C): -0.071, atom 31 (C): -0.111, atom 32 (C): -0.068, atom 33 (C): -0.112, atom 34 (C): -0.087, atom 35 (C): -0.124, atom 36 (C): -0.354, atom 37 (C): -0.150, atom 38 (C): -0.067, atom 39 (C): -0.173, atom 40 (N): -0.072, atom 41 (C): -0.278, atom 42 (C): -0.041, atom 43 (C): -0.120, atom 44 (C): -0.116, atom 45 (C): -0.032, atom 46 (C): -0.290, atom 47 (F): -0.016, atom 48 (H): 0.079, atom 49 (H): 0.046, atom 50 (H): 0.083, atom 51 (H): 0.112, atom 52 (H): 0.042, atom 53 (H): 0.080, atom 54 (H): 0.053, atom 55 (H): 0.106, atom 56 (H): 0.091, atom 57 (H): 0.107, atom 58 (H): 0.117, atom 59 (H): -0.021, atom 60 (H): -0.003, atom 61 (H): 0.083, atom 62 (H): 0.057, atom 63 (H): 0.081, atom 64 (H): 0.068, atom 65 (H): 0.105, atom 66 (H): 0.097, atom 67 (H): 0.100, atom 68 (H): 0.106, atom 69 (C): -0.103, atom 70 (C): -0.232, atom 71 (C): -0.206, atom 72 (N): 0.017, atom 73 (C): -0.820, atom 74 (S): 0.798, atom 75 (N): 0.101, atom 76 (C): -0.414, atom 77 (O): 0.108, atom 78 (C): -0.164, atom 79 (C): -0.023, atom 80 (C): -0.074, atom 81 (C): -0.092, atom 82 (C): -0.071, atom 83 (C): -0.036, atom 84 (H): 0.068, atom 85 (H): 0.070, atom 86 (H): 0.064, atom 87 (H): 0.113, atom 88 (H): 0.089, atom 89 (H): 0.121, atom 90 (H): 0.084, atom 91 (H): 0.103, atom 92 (H): 0.122, atom 93 (H): 0.119, atom 94 (H): 0.100, atom 95 (H): 0.101, atom 96 (H): 0.105, atom 97 (H): 0.122, atom 98 (F): -0.390, atom 99 (Se): -0.295

Relative energies, hartree: entry i 0.0036; entry ii 0.0000.